[1]
A structure of composition C53H63CsN11O2S in a non-equilibrium geometry, computed with wB97M-V/def2-TZVPD.

```
! RIJCOSX wB97M-V def2-TZVPD def2/J DEFGRID3
* xyz -1 1
Cs -1.148 -0.147 -0.062
O -0.901 7.787 -1.106
C -1.165 7.166 -2.296
O -1.230 7.846 -3.300
C -1.360 5.724 -2.247
C -1.088 4.919 -1.127
C -1.329 3.574 -1.142
C -1.864 2.911 -2.274
C -2.143 3.741 -3.393
C -1.888 5.083 -3.379
N -2.090 1.586 -2.197
C -2.290 0.877 -3.313
C -2.644 -0.443 -3.413
C -2.511 -1.117 -4.671
C -2.235 -2.440 -4.724
C -2.041 -3.129 -3.480
C -2.418 -2.546 -2.328
N -3.008 -1.284 -2.303
H -0.980 7.154 -0.382
H -0.651 5.342 -0.227
H -1.140 2.991 -0.254
H -2.607 3.313 -4.270
H -2.113 5.697 -4.240
H -2.082 1.337 -4.287
H -2.576 -0.522 -5.575
H -2.098 -2.962 -5.658
H -1.572 -4.102 -3.476
H -2.294 -3.058 -1.384
C 1.151 2.239 1.993
N 2.539 2.218 2.386
C 3.096 3.504 2.722
C 3.304 1.149 2.046
N 2.868 0.283 1.209
C 3.213 -1.042 1.191
C 3.217 -1.745 2.390
C 3.488 -3.108 2.441
C 3.761 -3.796 1.292
C 3.738 -3.140 0.045
C 4.004 -3.868 -1.133
C 3.961 -3.256 -2.354
C 3.650 -1.902 -2.444
C 3.403 -1.135 -1.313
N 3.018 0.173 -1.470
C 3.577 1.050 -2.208
N 4.911 1.069 -2.605
C 5.275 1.518 -3.928
C 5.886 0.196 -2.009
N 2.849 2.126 -2.671
C 3.345 3.469 -2.461
C 1.409 2.041 -2.576
C 3.443 -1.750 -0.026
N 4.580 1.152 2.652
C 5.646 0.412 2.025
C 4.622 1.102 4.098
H 0.576 2.846 2.693
H 0.767 1.221 2.006
H 1.029 2.648 0.986
H 2.680 3.864 3.668
H 2.848 4.232 1.944
H 4.176 3.435 2.810
H 2.967 -1.212 3.297
H 3.485 -3.614 3.397
H 3.986 -4.853 1.315
H 4.238 -4.920 -1.047
H 4.172 -3.814 -3.256
H 3.577 -1.425 -3.414
H 4.419 1.971 -4.420
H 5.617 0.667 -4.530
H 6.090 2.245 -3.876
H 5.544 -0.136 -1.034
H 6.827 0.746 -1.888
H 6.073 -0.694 -2.624
H 4.429 3.471 -2.380
H 2.923 3.895 -1.542
H 3.048 4.103 -3.300
H 1.091 1.035 -2.835
H 0.974 2.749 -3.282
H 1.046 2.278 -1.572
H 5.527 0.466 0.945
H 5.677 -0.646 2.324
H 6.595 0.882 2.300
H 3.708 1.520 4.509
H 5.480 1.675 4.462
H 4.724 0.067 4.452
C -0.256 6.277 5.000
C -1.501 5.506 4.667
C -2.724 5.830 5.259
C -3.790 4.997 4.949
N -3.680 3.964 4.147
C -2.480 3.774 3.551
S -2.352 2.519 2.443
N -1.382 4.509 3.818
H -0.463 7.013 5.774
H 0.119 6.784 4.112
H 0.519 5.594 5.345
H -2.825 6.668 5.931
H -4.776 5.161 5.377
C -4.079 -0.348 3.058
N -3.394 -0.326 4.356
C -3.822 0.842 5.133
C -1.909 -0.410 4.158
C -1.560 -1.808 3.708
C -1.564 -2.784 4.705
C -1.287 -4.097 4.385
C -1.008 -4.403 3.062
C -1.033 -3.415 2.094
C -1.318 -2.052 2.339
H -5.153 -0.443 3.199
H -3.694 -1.175 2.465
H -3.852 0.592 2.547
H -3.633 -1.189 4.858
H -3.630 1.744 4.549
H -3.278 0.892 6.074
H -4.889 0.785 5.341
H -1.450 -0.175 5.122
H -1.632 0.346 3.423
H -1.776 -2.517 5.741
H -1.282 -4.865 5.149
H -0.769 -5.426 2.794
H -0.814 -3.723 1.072
C -6.180 -0.341 0.284
C -5.503 -1.543 0.404
C -4.466 -1.870 -0.446
C -4.046 -0.979 -1.450
C -4.761 0.223 -1.574
C -5.809 0.525 -0.733
H -6.993 -0.092 0.951
H -5.799 -2.251 1.170
H -4.005 -2.840 -0.332
H -4.505 0.912 -2.361
H -6.366 1.441 -0.879
*
```

Results
* E_LUMO: 1.82 eV
* energy relative to the best compared isomer or geometry (same formula, charge and spin): 0.433 eV
* largest force on an atom: 0.0242 Eh/bohr
* molecular weight: 1051.1 g mol⁻¹


[2]
A cluster of 7 separate species, C53H64ClN7O14P in total in a non-equilibrium geometry, computed with wB97M-V/def2-TZVPD.

```
! RIJCOSX wB97M-V def2-TZVPD def2/J DEFGRID3
* xyz 0 2
C -2.654 -3.442 4.014
C -1.135 -3.831 3.933
C -0.784 -4.213 2.453
C 0.746 -4.175 2.113
C 1.450 -2.798 2.373
C 1.913 -2.097 1.035
C 0.737 -1.878 0.002
C 0.607 -0.411 -0.529
C -0.207 0.601 0.360
P -1.799 -0.066 1.109
O -1.353 -1.035 2.420
Cl -2.697 -1.394 -0.299
C 0.655 1.280 1.501
C 1.366 2.600 1.079
C 2.107 3.154 2.380
C 2.479 2.415 -0.007
N 0.443 3.687 0.639
O 1.057 4.527 -0.119
C -0.823 3.163 0.052
C -1.942 3.263 1.142
C -1.258 4.162 -1.090
C -0.690 1.767 -0.631
H -3.105 -3.886 4.941
H -2.824 -2.351 4.052
H -3.234 -3.842 3.153
H -1.009 -4.740 4.564
H -0.469 -3.060 4.365
H -1.131 -5.266 2.318
H -1.398 -3.600 1.765
H 0.842 -4.502 1.050
H 1.216 -4.990 2.710
H 2.404 -3.039 2.902
H 0.894 -2.123 3.047
H 2.497 -1.180 1.246
H 2.633 -2.821 0.588
H 1.000 -2.503 -0.884
H -0.191 -2.317 0.412
H 1.650 -0.012 -0.581
H 0.253 -0.410 -1.584
H -0.721 -0.563 2.973
H 0.049 1.427 2.429
H 1.462 0.573 1.790
H 1.643 4.129 2.647
H 1.947 2.458 3.225
H 3.172 3.368 2.176
H 3.257 3.193 0.073
H 2.091 2.341 -1.043
H 2.987 1.445 0.204
H -1.657 2.656 2.022
H -2.104 4.314 1.449
H -2.872 2.852 0.693
H -2.296 3.882 -1.377
H -1.327 5.197 -0.706
H -0.626 4.071 -1.991
H -1.718 1.471 -0.949
H -0.007 1.747 -1.498
C -7.875 2.475 -2.482
C -6.740 1.680 -2.371
C -5.500 2.184 -2.735
C -5.410 3.488 -3.205
C -6.538 4.288 -3.327
C -7.775 3.775 -2.963
N -4.102 4.030 -3.567
O -3.141 3.297 -3.464
O -4.049 5.182 -3.942
H -8.841 2.079 -2.191
H -6.822 0.667 -1.997
H -4.621 1.560 -2.646
H -6.467 5.301 -3.697
H -8.661 4.390 -3.050
C -6.024 -8.992 6.270
C -6.700 -7.780 6.302
C -5.998 -6.596 6.475
C -4.619 -6.642 6.611
C -3.932 -7.849 6.589
C -4.641 -9.027 6.418
N -3.875 -5.394 6.767
O -4.511 -4.355 6.803
O -2.665 -5.464 6.852
H -6.575 -9.914 6.130
H -7.776 -7.758 6.188
H -6.531 -5.657 6.498
H -2.856 -7.883 6.700
H -4.118 -9.975 6.397
C -10.359 -2.838 9.807
C -9.060 -2.893 9.315
C -8.436 -4.120 9.136
C -9.127 -5.283 9.451
C -10.422 -5.239 9.950
C -11.037 -4.008 10.128
N -8.481 -6.577 9.240
O -7.343 -6.577 8.819
O -9.119 -7.579 9.492
H -10.845 -1.879 9.940
H -8.535 -1.980 9.067
H -7.425 -4.155 8.753
H -10.956 -6.146 10.199
H -12.047 -3.961 10.514
C 5.567 3.408 -5.959
C 4.560 2.453 -6.051
C 4.203 1.707 -4.937
C 4.859 1.930 -3.734
C 5.871 2.876 -3.631
C 6.224 3.616 -4.751
N 4.470 1.164 -2.552
O 3.594 0.331 -2.677
O 5.039 1.404 -1.508
H 5.840 3.990 -6.826
H 4.051 2.292 -6.994
H 3.419 0.966 -5.018
H 6.386 3.049 -2.695
H 7.009 4.358 -4.682
C 11.322 0.276 -3.521
C 12.162 1.139 -2.828
C 11.641 2.262 -2.201
C 10.276 2.506 -2.273
C 9.429 1.654 -2.968
C 9.958 0.535 -3.595
N 9.720 3.675 -1.593
O 10.489 4.409 -1.011
O 8.520 3.844 -1.647
H 11.731 -0.603 -4.005
H 13.223 0.935 -2.774
H 12.301 2.929 -1.664
H 8.366 1.846 -3.028
H 9.307 -0.138 -4.138
C 4.296 4.340 -12.760
C 3.435 4.724 -11.739
C 3.919 4.895 -10.450
C 5.268 4.683 -10.199
C 6.135 4.292 -11.211
C 5.643 4.121 -12.496
N 5.786 4.886 -8.848
O 4.998 5.208 -7.978
O 6.974 4.724 -8.664
H 3.916 4.212 -13.767
H 2.386 4.892 -11.948
H 3.243 5.194 -9.660
H 7.185 4.123 -11.013
H 6.309 3.819 -13.294
*
```

Results
* E_LUMO (alpha / beta): -0.86 / -0.86 eV
* largest force on an atom: 0.0498 Eh/bohr
* molecular weight: 1089.6 g mol⁻¹


no.,E (eV)
1,-87852.2277
2,-116887.6139